18
Properties=species:S:1:pos:R:3 method="wB97M-V/def2-TZVPD" multiplicity=1 homo_ev=-11.1 orbital_gap_ev=12.0 lumo_ha=0.035
H 0.2125 -0.9351 1.4261
C -0.2640 1.1988 0.0784
H 1.5428 -2.6704 -0.6703
H -1.9750 1.8720 -1.0672
H -1.1462 3.1629 -0.1841
H 1.6808 -2.7162 1.1029
N -1.6830 0.2331 2.0359
C 1.5310 -2.0625 0.2371
C -1.0895 0.8250 1.2384
H 2.3670 -1.3544 0.2026
H -0.8839 -0.3818 -1.2380
H 0.6920 1.6120 0.4285
C -0.0069 -0.1648 -0.6160
H -0.4290 2.5099 -1.6692
H -0.6277 -1.9983 0.3621
H 0.8457 -0.0669 -1.3004
C 0.2255 -1.3124 0.4010
C -0.9921 2.2491 -0.7677

18
Properties=species:S:1:pos:R:3 method="wB97M-V/def2-TZVPD" multiplicity=1 homo_ev=-11.3 orbital_gap_ev=12.1 lumo_ha=0.030
C -1.5837 -1.1431 0.3075
H 2.0836 0.6374 -0.9416
H -1.3549 -1.7682 1.1870
C 0.8858 -0.8437 0.0712
C -0.4974 0.9035 1.1877
C -0.7931 1.1507 -1.0184
H -1.6582 -1.8315 -0.5411
C 2.1238 0.0339 -0.0318
H 0.8761 -1.5959 -0.7287
H 2.1966 0.7076 0.8292
H -1.7257 1.5819 -0.6392
H 3.0382 -0.5689 -0.0621
H -2.5632 -0.6963 0.4903
N -0.5790 1.9037 1.7657
H 0.9576 -1.4363 1.0016
H -0.9162 1.1444 -2.1189
C -0.4805 -0.0718 0.0720
H -0.0097 1.8926 -0.8302

18
Properties=species:S:1:pos:R:3 method="wB97M-V/def2-TZVPD" multiplicity=1 homo_ev=-7.2 orbital_gap_ev=8.2 lumo_ha=0.040
H 2.0836 0.5598 3.0607
H -2.0189 1.5003 -1.5830
H -0.9366 -0.0300 1.4062
H 0.9200 -0.6388 3.2816
H -1.3619 -0.2272 -2.9143
H -2.5833 0.1718 -0.2742
H 2.4503 -1.1116 2.6306
C -0.5477 0.2881 -0.5840
H 1.2549 -0.3395 -1.6027
C 1.6478 -0.4062 2.5643
C -0.0291 -0.0922 0.7839
H 2.0113 -0.2585 0.4668
H -0.3468 -1.2044 -3.5767
C 0.1751 -0.1412 -1.6501
C -1.8872 0.9340 -0.6116
C 1.2436 -0.1293 1.2336
N -0.3348 -0.3569 -2.9464
H -1.7406 1.4819 0.3154

M readings, ordered: 97.2; 97.2; 97.2 g/mol
Energy above the lowest of the compared OMol25 structures with the same formula, charge and spin readings, ordered: 0.532; 1.055; 2.771 eV